Molecular formula: C17H20N4O2S2
Method: DFT, ωB97M-V/def2-TZVPD

Bonds (Å) are listed after each position.
Atoms and positions in Å:
1 H 4.54 -1.69 -1.83  C33 1.093
2 O -2.65 -1.17 2.13  C37 1.209
3 N 3.35 -0.08 -1.24  C7 1.357, C24 1.400, C33 1.469
4 O 5.48 0.12 -0.55  C7 1.214
5 H -4.39 1.37 0.28  C10 1.088
6 H -6.03 0.80 0.62  C10 1.087
7 C 4.30 0.31 -0.35  N3 1.357, O4 1.214, C22 1.521
8 N 1.13 1.61 1.99  N23 1.327, C26 1.291
9 C 1.34 -1.01 -1.80  C18 1.376, C24 1.399, C42 1.501
10 C -4.97 0.55 0.69  H5 1.088, H6 1.087, H29 1.087, C30 1.533
11 H -2.68 1.99 2.26  N20 1.010
12 H 4.69 1.13 1.58  C22 1.089
13 H 3.16 1.75 0.90  C22 1.085
14 C -0.94 0.94 2.14  S17 1.748, N20 1.367, N23 1.290
15 H -0.51 -1.95 -2.32  C18 1.079
16 H -6.47 -0.69 2.62  C31 1.087
17 S -0.15 -0.62 2.10  C14 1.748, C26 1.760
18 C -0.03 -1.07 -1.92  C9 1.376, H15 1.079, C38 1.390
19 H -0.74 2.05 -0.80  C44 1.080
20 N -2.30 1.05 2.22  H11 1.010, C14 1.367, C37 1.373
21 S 2.87 -0.42 1.83  C22 1.835, C26 1.730
22 C 3.82 0.89 0.97  C7 1.521, H12 1.089, H13 1.085, S21 1.835
23 N -0.15 1.96 2.08  N8 1.327, C14 1.290
24 C 1.97 0.11 -1.25  N3 1.400, C9 1.399, C27 1.382
25 H 4.84 0.12 -3.48  C36 1.087
26 C 1.32 0.34 1.98  N8 1.291, S17 1.760, S21 1.730
27 C 1.23 1.23 -0.92  C24 1.382, H39 1.078, C44 1.389
28 H -4.78 1.17 2.74  C30 1.095
29 H -4.79 -0.34 0.08  C10 1.087
30 C -4.60 0.27 2.15  C10 1.533, H28 1.095, C31 1.525, C37 1.515
31 C -5.40 -0.89 2.71  H16 1.087, C30 1.525, H35 1.087, H41 1.087
32 H 3.14 0.01 -3.94  C36 1.088
33 C 3.67 -1.15 -2.20  H1 1.093, N3 1.469, C36 1.525, C42 1.539
34 H 2.20 -2.42 -3.21  C42 1.089
35 H -5.16 -1.05 3.76  C31 1.087
36 C 3.99 -0.55 -3.57  H25 1.087, H32 1.088, C33 1.525, H43 1.087
37 C -3.12 -0.05 2.18  O2 1.209, N20 1.373, C30 1.515
38 C -0.78 0.03 -1.52  C18 1.390, C44 1.383, H45 1.080
39 H 1.70 2.14 -0.58  C27 1.078
40 H 2.45 -2.82 -1.51  C42 1.093
41 H -5.16 -1.80 2.17  C31 1.087
42 C 2.39 -2.00 -2.22  C9 1.501, C33 1.539, H34 1.089, H40 1.093
43 H 4.23 -1.34 -4.27  C36 1.087
44 C -0.15 1.18 -1.06  H19 1.080, C27 1.389, C38 1.383
45 H -1.85 0.01 -1.61  C38 1.080

max |F|: 1.81 eV Å⁻¹
SMILES: CC(C)C(=O)Nc1nnc(SCC(=O)N2c3ccccc3C[C@H]2C)s1
relative energy (zero: lowest compared OMol25 entry of this formula, charge and spin): 0.00 kcal per mole
HOMO: -8.20 eV
total charge: 0
gap between HOMO and LUMO: 8.751 eV